[1]
Computed, not measured: a cluster of 8 separate species, C43H46N8O7S in total, with wB97M-V/def2-TZVPD.

Computed properties:
- Kohn-Sham gap (eV) = 9.309
- total energy (a.u.) = -3028.767737
- SMILES = C=C[C@@]1(N=C=O)OS(=O)(=O)O[C@H]1OC[C@@H](C)O.c1ccncc1.c1ccncc1.c1ccncc1.c1ccncc1.c1ccncc1.c1ccncc1.c1ccncc1

```
! wB97M-V def2-TZVPD RIJCOSX def2/J DEFGRID3
* xyz 0 1
C -1.15 0.48 1.82
C -0.95 -0.26 3.06
C -1.52 -1.76 3.14
N -3.00 -1.70 3.32
C -3.34 -1.34 4.53
O -3.69 -1.14 5.72
O -1.10 -2.30 1.83
S -0.95 -3.98 1.93
O 0.31 -4.61 1.38
O -2.14 -4.44 1.10
O -1.23 -4.10 3.58
C -0.80 -2.81 4.16
O 0.61 -2.69 3.87
C 1.42 -3.35 4.90
C 2.79 -3.83 4.14
C 4.00 -2.73 4.34
O 3.22 -5.16 4.52
H -0.97 0.02 0.78
H -1.47 1.59 1.83
H -0.34 0.27 3.87
H -1.11 -2.77 5.27
H 1.75 -2.52 5.64
H 0.88 -4.21 5.44
H 2.56 -3.82 3.00
H 4.77 -2.86 3.49
H 3.49 -1.70 4.14
H 4.47 -2.80 5.38
H 2.70 -5.51 5.28
N -1.58 3.26 -0.25
C -0.87 4.35 -0.59
C -1.26 5.25 -1.56
C -2.46 5.02 -2.23
C -3.21 3.91 -1.90
C -2.74 3.06 -0.91
H 0.06 4.48 -0.05
H -0.65 6.12 -1.79
H -2.80 5.71 -2.99
H -4.15 3.70 -2.40
H -3.29 2.17 -0.62
N -5.20 6.89 0.21
C -5.51 7.67 1.27
C -4.79 7.69 2.45
C -3.68 6.86 2.56
C -3.34 6.05 1.49
C -4.13 6.10 0.35
H -6.39 8.30 1.13
H -5.09 8.35 3.26
H -3.09 6.85 3.47
H -2.49 5.39 1.54
H -3.90 5.48 -0.51
N 3.22 -9.33 3.40
C 3.10 -8.03 3.10
C 2.42 -7.55 1.98
C 1.85 -8.48 1.13
C 1.96 -9.83 1.41
C 2.65 -10.20 2.56
H 3.57 -7.34 3.80
H 2.35 -6.49 1.79
H 1.31 -8.15 0.24
H 1.52 -10.58 0.77
H 2.77 -11.25 2.83
N 4.07 -3.47 0.84
C 4.67 -4.66 1.05
C 5.71 -5.15 0.27
C 6.14 -4.38 -0.80
C 5.54 -3.16 -1.05
C 4.52 -2.75 -0.21
H 4.29 -5.22 1.90
H 6.16 -6.11 0.49
H 6.95 -4.74 -1.44
H 5.86 -2.54 -1.87
H 4.01 -1.80 -0.36
N -2.40 10.00 -0.05
C -1.69 11.09 -0.38
C -2.08 12.00 -1.35
C -3.28 11.77 -2.02
C -4.03 10.65 -1.70
C -3.55 9.80 -0.71
H -0.76 11.22 0.17
H -1.47 12.86 -1.58
H -3.62 12.46 -2.79
H -4.97 10.44 -2.20
H -4.11 8.92 -0.41
N -2.06 5.12 -5.35
C -1.08 5.35 -6.23
C -1.30 5.60 -7.58
C -2.60 5.63 -8.04
C -3.64 5.40 -7.14
C -3.32 5.15 -5.82
H -0.07 5.31 -5.83
H -0.46 5.78 -8.25
H -2.82 5.83 -9.08
H -4.67 5.41 -7.47
H -4.09 4.97 -5.08
N 3.95 -8.87 -1.99
C 3.83 -7.56 -2.29
C 3.15 -7.09 -3.41
C 2.58 -8.02 -4.27
C 2.69 -9.37 -3.98
C 3.39 -9.74 -2.84
H 4.30 -6.88 -1.59
H 3.08 -6.03 -3.60
H 2.04 -7.69 -5.15
H 2.26 -10.12 -4.63
H 3.50 -10.79 -2.57
*
```



[2]
Computed, not measured: a structure of composition C43H47BBiF2N8S2Se, with wB97M-V/def2-TZVPD.

Computed properties:
- Kohn-Sham gap (eV) = 6.461
- total energy (a.u.) = -5741.735882
- ΔE to the lowest compared entry with this formula, charge and spin (kJ/mol) = 92.3

```
! wB97M-V def2-TZVPD RIJCOSX def2/J DEFGRID3
* xyz 1 1
Bi -1.09 -0.17 -0.58
C -3.95 0.81 1.59
C -4.21 0.65 0.07
N -3.19 1.33 -0.74
C -3.15 2.78 -0.56
C -1.72 3.32 -0.57
N -0.80 2.45 0.16
C -0.73 2.61 1.62
C -2.01 2.19 2.35
N -2.53 0.90 1.92
H -4.48 1.69 1.95
H -4.40 -0.05 2.10
H -4.21 -0.41 -0.21
H -5.21 1.04 -0.15
H -3.27 1.04 -1.71
H -3.72 3.28 -1.35
H -3.64 3.03 0.38
H -1.36 3.38 -1.60
H -1.73 4.34 -0.16
H 0.13 2.59 -0.21
H 0.11 2.01 1.98
H -0.52 3.66 1.88
H -1.79 2.20 3.42
H -2.77 2.96 2.20
H -2.23 0.16 2.55
S -0.59 -1.68 2.65
C 1.06 -1.60 2.75
N 1.69 -1.22 3.87
C 3.14 -1.39 4.03
C 3.83 -1.07 2.75
N 3.25 -1.83 1.65
C 4.21 -2.24 0.60
C 4.72 -1.07 -0.21
C 5.79 -0.30 0.25
C 6.26 0.78 -0.49
C 5.68 1.09 -1.71
C 4.62 0.32 -2.18
C 4.14 -0.75 -1.44
C 1.93 -1.97 1.53
S 1.18 -2.46 0.13
C 0.94 -0.85 5.06
C 0.54 0.61 5.06
C -0.55 1.01 5.82
C -0.91 2.35 5.89
C -0.18 3.30 5.19
C 0.90 2.91 4.41
C 1.26 1.57 4.35
H 3.36 -2.41 4.35
H 3.48 -0.71 4.81
H 4.89 -1.32 2.83
H 3.77 0.00 2.53
H 3.71 -2.95 -0.04
H 5.03 -2.74 1.11
H 6.28 -0.56 1.19
H 7.10 1.35 -0.12
H 6.05 1.92 -2.29
H 4.16 0.55 -3.14
H 3.32 -1.34 -1.82
H 1.58 -1.07 5.92
H 0.05 -1.46 5.13
H -1.13 0.26 6.36
H -1.76 2.65 6.50
H -0.46 4.35 5.25
H 1.46 3.65 3.86
H 2.11 1.28 3.74
Se 0.11 2.21 -4.26
N 0.49 0.52 -2.04
C 1.49 1.29 -1.56
C 2.01 1.09 -0.25
C 3.04 1.84 0.24
C 3.59 2.90 -0.52
C 3.04 3.22 -1.72
C 1.96 2.46 -2.27
N 1.28 3.04 -3.27
H 1.64 0.24 0.32
H 3.46 1.61 1.21
H 4.43 3.47 -0.13
H 3.41 4.05 -2.31
N -2.32 -0.73 -2.26
C -2.68 -1.82 -2.80
C -2.17 -3.19 -2.47
C -3.07 -4.24 -2.28
C -2.61 -5.50 -1.95
C -1.24 -5.74 -1.85
C -0.34 -4.71 -2.06
C -0.80 -3.43 -2.36
C -3.71 -1.76 -3.89
C -3.61 -2.59 -5.00
C -4.53 -2.49 -6.04
C -5.56 -1.57 -5.96
C -5.68 -0.75 -4.85
C -4.75 -0.84 -3.82
H -4.13 -4.06 -2.38
H -3.31 -6.31 -1.78
H -0.88 -6.73 -1.62
H 0.73 -4.89 -2.01
H -0.10 -2.63 -2.58
H -2.80 -3.31 -5.07
H -4.43 -3.12 -6.91
H -6.28 -1.49 -6.77
H -6.50 -0.04 -4.78
H -4.85 -0.21 -2.95
F 1.91 0.01 -3.92
B 0.60 0.19 -3.51
F -0.26 -0.72 -4.04
*
```



[3]
Computed, not measured: a structure of composition C43H47N3OsP2S2, with wB97M-V/def2-TZVPD.

Computed properties:
- Kohn-Sham gap (alpha / beta) (eV) = 5.288 / 6.724
- ⟨S²⟩ = 6.02
- total energy (a.u.) = -3400.654144
- ΔE to the lowest compared entry with this formula, charge and spin (kJ/mol) = 97.2

```
! wB97M-V def2-TZVPD RIJCOSX def2/J DEFGRID3
* xyz 0 5
Os -0.36 0.97 0.32
S -2.01 0.04 2.28
P -0.22 -0.83 2.42
C 0.41 -0.87 0.78
P 1.12 -2.28 -0.03
S 0.39 -2.54 -1.83
C 2.94 -2.11 -0.10
C 3.59 -2.15 -1.33
C 4.96 -2.04 -1.39
C 5.70 -1.91 -0.23
C 5.06 -1.87 1.00
C 3.68 -1.97 1.06
C 0.85 -3.81 0.93
C 1.87 -4.68 1.28
C 1.57 -5.88 1.91
C 0.25 -6.21 2.17
C -0.77 -5.36 1.79
C -0.47 -4.16 1.17
C 0.76 0.30 3.47
C 0.13 0.80 4.60
C 0.80 1.68 5.43
C 2.10 2.06 5.12
C 2.71 1.58 3.98
C 2.05 0.69 3.15
C -0.29 -2.29 3.50
C 0.90 -2.81 4.01
C 0.85 -3.91 4.84
C -0.37 -4.48 5.17
C -1.55 -3.96 4.67
C -1.51 -2.86 3.83
H 2.99 -2.26 -2.23
H 5.46 -2.08 -2.35
H 6.78 -1.84 -0.28
H 5.64 -1.77 1.91
H 3.18 -1.95 2.02
H 2.90 -4.43 1.06
H 2.36 -6.55 2.19
H 0.02 -7.15 2.65
H -1.80 -5.62 1.98
H -1.26 -3.48 0.85
H -0.89 0.51 4.82
H 0.31 2.08 6.31
H 2.62 2.74 5.78
H 3.72 1.90 3.73
H 2.52 0.31 2.26
H 1.84 -2.33 3.77
H 1.77 -4.32 5.24
H -0.40 -5.34 5.83
H -2.49 -4.40 4.93
H -2.42 -2.43 3.42
C 2.38 2.91 0.40
C 2.15 2.35 -1.01
C 3.47 1.76 -1.53
C 1.73 3.50 -1.95
C 1.07 1.30 -1.03
H 3.08 3.74 0.38
H 2.79 2.14 1.05
H 1.44 3.25 0.84
H 4.25 2.52 -1.49
H 3.36 1.42 -2.55
H 3.78 0.91 -0.92
H 2.50 4.27 -1.96
H 0.80 3.95 -1.62
H 1.59 3.13 -2.96
H 1.03 0.76 -1.99
N -1.07 2.75 0.26
C -1.20 3.91 0.10
C -1.28 5.26 -0.19
C -2.37 5.75 -0.94
C -2.41 7.07 -1.31
C -1.38 7.93 -0.96
C -0.30 7.46 -0.22
C -0.24 6.14 0.17
H -3.16 5.07 -1.22
H -3.24 7.44 -1.89
H -1.41 8.97 -1.26
H 0.51 8.12 0.04
H 0.60 5.76 0.72
C -1.95 0.19 -2.60
C -3.19 -0.14 -3.48
N -4.31 -0.51 -2.64
C -4.68 0.61 -1.79
C -3.45 1.07 -0.97
N -2.34 0.15 -1.19
C -2.78 -1.21 -0.86
C -3.93 -1.63 -1.81
H -1.56 1.18 -2.82
H -1.17 -0.56 -2.75
H -2.98 -0.97 -4.15
H -3.49 0.72 -4.09
H -5.49 0.29 -1.14
H -5.05 1.41 -2.44
H -3.69 1.08 0.10
H -3.13 2.07 -1.26
H -3.12 -1.22 0.18
H -1.93 -1.88 -0.97
H -4.81 -1.96 -1.25
H -3.62 -2.45 -2.47
*
```